{
  "formula": "C22H23BN9NdS2",
  "method": "wB97M-V/def2-TZVPD",
  "charge": 2,
  "fmax_ev_per_a": 1.8,
  "homo_ev": [-13.93, -13.94],
  "multiplicity": 4,
  "species": ["Nd", "S", "S", "N", "N", "N", "N", "N", "N", "N", "N", "N", "C", "C", "C", "C", "C", "C", "C", "C", "C", "C", "C", "C", "C", "C", "C", "C", "C", "C", "C", "C", "C", "C", "B", "H", "H", "H", "H", "H", "H", "H", "H", "H", "H", "H", "H", "H", "H", "H", "H", "H", "H", "H", "H", "H", "H", "H"],
  "positions_angstrom": [[-0.5554, -0.6410, -0.2287], [0.8924, -2.4689, -1.4898], [-1.4454, -0.1257, 2.1970], [0.7456, -1.7923, 1.9519], [0.1231, 2.4780, -0.7757], [-2.6670, -0.3322, -1.7437], [1.6436, 0.7816, -0.2402], [-1.4866, -3.7883, -1.6265], [-0.9374, -3.2111, 0.4387], [-0.7580, 1.5399, -1.1585], [1.1428, 0.1323, 2.9691], [3.7899, 1.4000, 0.4190], [0.1909, -0.6250, 2.3841], [4.2734, 3.5679, 1.4052], [3.8591, 4.8596, 1.6697], [1.7384, 4.4428, 0.6085], [2.3219, -0.5726, 2.9446], [-2.6164, 0.8249, -2.4585], [2.9000, 0.5073, -0.0034], [-3.5952, 1.1460, -3.4018], [-4.7673, -0.8418, -2.7969], [2.0694, -1.7552, 2.3302], [1.2397, 2.1285, -0.2190], [-3.7345, -1.1217, -1.9123], [-2.4856, -4.2288, -0.7932], [2.1180, 3.1160, 0.3732], [0.9286, 1.4685, 3.4576], [-1.5294, 1.7529, -2.1751], [-4.6835, 0.3056, -3.5725], [-2.1435, -3.8797, 0.4717], [-0.5393, -3.1995, -0.8670], [3.4152, 2.7005, 0.7378], [-1.4667, -3.8430, -3.0632], [2.6108, 5.3059, 1.2390], [-0.0027, -3.1869, 1.7437], [-1.4352, 2.6498, -2.7840], [0.4102, 1.4503, 4.4180], [0.7632, 4.7748, 0.2925], [3.2506, -0.5099, -0.1679], [-2.4408, -4.1541, -3.4304], [2.7156, -2.5966, 2.1719], [0.8307, -4.0078, 1.5838], [-0.7101, -4.5453, -3.4112], [-5.4579, 0.5477, -4.2829], [4.7705, 1.1576, 0.4990], [4.5144, 5.5306, 2.2032], [-3.7623, -2.0229, -1.3041], [-2.6397, -4.0920, 1.3999], [2.3333, 6.3355, 1.4029], [-3.3382, -4.7587, -1.1669], [3.2235, -0.1757, 3.3679], [5.2519, 3.2331, 1.7140], [-0.7074, -3.3429, 2.6803], [1.8877, 1.9673, 3.5782], [-1.2218, -2.8554, -3.4646], [0.3058, 2.0142, 2.7413], [-5.6195, -1.4974, -2.8778], [-3.5133, 2.0529, -3.9780]],
  "forces_ev_per_angstrom": [[-0.12, 0.51, -0.45], [0.22, -0.50, -0.12], [-0.22, -0.10, 0.60], [-0.32, 0.48, 0.43], [0.51, 1.65, 0.34], [-0.12, 0.42, -0.16], [-0.36, 0.05, 0.11], [0.06, 0.38, 0.89], [0.22, -0.37, -0.55], [-0.52, -0.39, -1.04], [-0.03, -0.74, -0.58], [0.26, -0.25, -0.04], [-0.21, 0.12, 0.53], [-0.03, -0.08, -0.06], [-0.02, -0.15, -0.15], [0.16, -0.12, 0.05], [-0.01, -0.27, -0.07], [-0.61, -0.67, -0.31], [0.03, -0.20, -0.03], [0.44, -0.01, 0.35], [0.13, 0.29, -0.11], [0.49, 0.17, 0.03], [-0.52, -0.69, -0.71], [0.18, -0.09, 0.09], [-0.04, -0.08, 0.36], [0.59, 0.07, 0.19], [-0.21, 0.62, 0.26], [0.63, 0.38, 0.72], [0.08, -0.28, 0.27], [-0.46, -0.14, -0.12], [0.54, -0.58, -0.32], [-0.74, 0.71, 0.01], [0.15, 0.00, -0.77], [-0.06, -0.03, -0.01], [-0.01, 0.27, -0.14], [0.05, 0.05, 0.14], [0.04, -0.02, -0.07], [-0.13, 0.00, -0.04], [-0.03, 0.16, 0.08], [-0.02, -0.02, 0.08], [0.08, -0.09, -0.09], [0.31, -0.16, -0.04], [-0.02, 0.00, 0.04], [-0.07, 0.04, -0.08], [-0.20, -0.17, 0.00], [0.08, 0.05, 0.00], [-0.01, 0.13, -0.06], [-0.05, 0.07, 0.08], [-0.09, 0.05, 0.05], [-0.15, -0.14, -0.04], [0.13, -0.01, 0.13], [0.15, -0.04, 0.02], [-0.28, -0.08, 0.13], [-0.01, -0.03, -0.04], [-0.05, -0.14, 0.06], [0.15, -0.04, 0.15], [-0.01, -0.13, 0.05], [0.06, 0.15, -0.04]]
}



{
  "formula": "C22H23BrN5O2RuS3",
  "method": "wB97M-V/def2-TZVPD",
  "fmax_ev_per_a": 0.5,
  "homo_ev": [-7.50, -7.42],
  "e_above_lowest_ev": 0.2496,
  "multiplicity": 2,
  "species": ["Ru", "Br", "S", "S", "S", "O", "O", "N", "N", "N", "N", "N", "C", "C", "C", "C", "C", "C", "C", "C", "C", "C", "C", "C", "C", "C", "C", "C", "C", "C", "C", "C", "C", "C", "H", "H", "H", "H", "H", "H", "H", "H", "H", "H", "H", "H", "H", "H", "H", "H", "H", "H", "H", "H", "H", "H", "H"],
  "positions_angstrom": [[0.1076, -0.9038, 0.6743], [4.6714, -3.7012, 4.7333], [-1.5659, -1.1146, 2.3024], [1.6100, -1.1279, -1.2471], [-0.8332, -3.0816, 0.3914], [-1.3532, 0.0958, -0.4251], [0.8000, 0.8881, 1.2941], [-0.1998, -0.4029, -3.0691], [1.5244, -1.8060, 1.8955], [-3.2503, -5.8619, 1.1527], [-4.3525, -2.7754, 4.1601], [1.4838, 1.1277, -2.6645], [-1.6042, 3.5683, 0.5681], [-1.7731, 1.2450, -0.2089], [-3.0825, -4.8243, 1.6231], [-1.9095, -2.7029, 1.6891], [1.7904, -1.2574, 3.0858], [-1.1413, 0.5844, -3.5807], [2.7193, -1.7876, 3.9617], [-3.6912, -3.1189, 3.2822], [2.4623, 1.7021, -1.7456], [0.1831, 2.0292, 1.2036], [0.2639, 4.3895, 1.8009], [0.8202, 3.1400, 1.8132], [1.5553, 1.6896, -4.0090], [-3.1157, 1.5607, -0.8188], [-0.9704, 4.6186, 1.1730], [0.9071, -0.0617, -2.4064], [-1.0630, 2.2599, 0.5475], [-2.8753, -3.5335, 2.1902], [3.1283, -3.5118, 2.3560], [3.3963, -2.9314, 3.5838], [-0.7538, -1.7526, -2.9966], [2.1818, -2.9171, 1.5471], [-1.3494, -1.9154, -3.8943], [-2.1324, 0.3176, -3.2154], [-1.4135, 5.6044, 1.1690], [1.7658, 2.9474, 2.3025], [1.0436, 1.0590, -4.7262], [1.1284, 2.6932, -4.0385], [1.2360, -0.3648, 3.3351], [-3.0350, 2.3250, -1.5934], [3.6311, -4.4107, 2.0326], [1.9202, -3.3540, 0.5939], [2.2487, 1.3978, -0.7268], [-0.8889, 1.5748, -3.2121], [2.6061, 1.7525, -4.3013], [0.7807, 5.2079, 2.2871], [3.4757, 1.3883, -2.0075], [-1.1674, 0.5971, -4.6719], [-2.5516, 3.7509, 0.0816], [-3.8017, 1.9294, -0.0572], [0.0442, -2.4859, -2.9533], [2.8958, -1.3134, 4.9155], [-3.5180, 0.6466, -1.2460], [2.3930, 2.7880, -1.8212], [-1.3819, -1.8600, -2.1100]],
  "forces_ev_per_angstrom": [[-0.10, -0.35, -0.28], [0.00, 0.00, 0.01], [-0.18, -0.06, 0.18], [0.13, 0.04, 0.09], [-0.03, 0.27, -0.06], [0.09, -0.13, 0.02], [0.09, -0.02, -0.10], [0.01, 0.03, -0.03], [0.09, 0.08, -0.06], [0.03, -0.02, -0.01], [0.02, 0.02, 0.01], [0.10, 0.00, -0.02], [0.01, 0.02, 0.01], [-0.05, 0.07, 0.09], [-0.05, 0.00, 0.02], [0.03, 0.16, 0.17], [0.00, 0.00, 0.04], [0.00, 0.03, -0.03], [-0.03, 0.04, -0.01], [-0.05, -0.04, -0.02], [0.00, 0.00, -0.02], [-0.09, 0.05, 0.03], [-0.01, 0.00, 0.00], [-0.02, -0.02, -0.01], [-0.04, 0.05, 0.04], [0.03, 0.01, -0.04], [0.00, -0.01, 0.00], [-0.06, -0.08, 0.08], [0.03, -0.02, -0.03], [0.03, -0.01, -0.04], [0.02, 0.01, 0.04], [0.00, -0.03, -0.03], [-0.01, -0.02, 0.01], [0.01, -0.07, -0.03], [0.00, -0.01, 0.00], [0.00, 0.01, 0.00], [0.00, 0.00, 0.00], [0.01, 0.01, 0.00], [-0.02, -0.05, -0.01], [-0.02, 0.00, -0.03], [0.00, 0.00, -0.02], [0.00, 0.00, 0.01], [0.00, 0.00, 0.00], [0.02, 0.04, 0.00], [-0.02, 0.00, 0.03], [0.01, 0.02, 0.01], [-0.01, 0.02, 0.02], [0.00, 0.00, 0.00], [0.00, 0.00, 0.00], [0.01, 0.01, 0.00], [0.00, 0.00, 0.01], [0.00, -0.02, 0.02], [0.01, -0.01, 0.01], [0.00, -0.01, 0.00], [-0.01, 0.00, 0.00], [0.01, 0.00, -0.01], [0.01, -0.01, -0.04]]
}



| no. | E_tot (eV) |
| --- | --- |
| 1 | -74213.2520 |
| 2 | -139864.0867 |